w:
C3H5NO2S | wB97M-V/def2-TZVPD

XYZ file:
```
12
Properties=species:S:1:pos:R:3
C 1.19414 -2.09607 -0.06526
C 0.48734 -0.88933 -0.51333
C 1.95727 -1.03408 0.02351
N -2.68951 0.03817 -1.26450
O -0.42344 -0.04931 0.20304
O -2.74070 -1.22569 0.84419
S -2.17547 -0.00527 0.37975
H 1.01230 -3.16909 0.09151
H 0.40694 -0.61654 -1.63296
H 2.93721 -0.58597 0.37443
H -2.53112 -1.02146 -1.50903
H -2.19842 0.72631 -1.80662
```

Its molar mass is 119.145 g/mol. The value obtained for the frontier orbital gap is 10.6205 eV.

x:
C3H5NO2S | wB97M-V/def2-TZVPD

XYZ file:
```
12
Properties=species:S:1:pos:R:3
C -1.27653 -0.45211 1.49662
C 0.72742 -0.72815 -0.49297
C -0.08902 0.57077 -0.33475
N -0.81087 0.51662 0.97905
O -2.04046 -0.96574 2.30826
O 0.78938 1.63463 -0.35526
S -0.18049 -2.18237 -0.63850
H 1.22268 -0.65919 -1.36240
H 1.53596 -0.75334 0.25366
H -0.79736 0.76193 -1.11112
H -1.61760 -1.67120 2.69580
H 0.24686 2.40368 0.01902
```

Its molar mass is 119.145 g/mol. The value obtained for the frontier orbital gap (alpha / beta) is 6.9845 / 6.9926 eV.

y:
C3H5NO2S | wB97M-V/def2-TZVPD

XYZ file:
```
12
Properties=species:S:1:pos:R:3
C -0.34690 -0.33774 0.65362
C 0.63615 0.74401 0.83993
C -0.90311 -0.24358 -0.79660
H 0.45043 -2.01491 0.01254
H -1.14489 -0.25122 1.36637
H 0.11473 1.67912 1.12395
H 1.34909 0.54672 1.67734
H -0.09019 0.76585 -2.36924
N 0.13115 0.26689 -1.54066
O 0.29451 -1.58286 0.90517
O -2.05863 -0.36283 -1.17838
S 1.56767 0.79057 -0.69404
```

Its molar mass is 119.145 g/mol. The value obtained for the frontier orbital gap is 9.4768 eV.

z:
C3H5NO2S | wB97M-V/def2-TZVPD

XYZ file:
```
12
Properties=species:S:1:pos:R:3
C 0.96042 -0.95343 1.09698
C 0.16586 -0.20279 0.07465
C 0.20735 1.34091 0.19974
H 0.87984 -2.00917 0.86528
H 1.97637 -0.53544 1.06683
H 0.55874 -0.75642 2.10586
H -1.68153 -1.29066 -2.64494
H -1.66789 1.47369 -0.32456
N -0.40645 -0.84150 -0.86632
O -0.90108 2.02877 -0.06702
O 1.19226 1.86103 0.62861
S -1.28388 -0.11500 -2.13510
```

Its molar mass is 119.145 g/mol. The value obtained for the frontier orbital gap is 10.0258 eV.

Most stable structure, least stable structure: z, w.

w:
C2H6NS | wB97M-V/def2-TZVPD

XYZ file:
```
10
Properties=species:S:1:pos:R:3
S 0.18153 2.08384 0.65087
H -0.97860 1.48754 1.10995
C -0.42208 -1.58306 0.63790
C 0.36442 -1.03821 -1.48565
N -0.23077 -1.90991 -0.78835
H 0.32725 -0.90319 1.02569
H -1.43712 -1.17243 0.69854
H -0.60966 -2.57081 1.07785
H 0.35488 -1.22491 -2.56643
H 0.80048 -0.07399 -1.21451
```

The net charge is -1. Its molar mass is 76.144 g/mol. The value obtained for the frontier orbital gap is 6.9560 eV.

x:
C2H6NS | wB97M-V/def2-TZVPD

XYZ file:
```
10
Properties=species:S:1:pos:R:3
S -0.90422 -1.54040 1.38306
H -1.47246 -1.66998 0.17406
C 0.67724 1.15694 -2.20833
C 1.05753 0.77324 -0.98939
N 0.48090 1.23203 0.19455
H 0.04523 2.01884 -2.39054
H 1.18045 0.75510 -3.07859
H 1.89017 0.08640 -0.92607
H -0.12402 0.65968 0.79047
H 0.19441 2.19243 0.06229
```

The net charge is -1. Its molar mass is 76.144 g/mol. The value obtained for the frontier orbital gap is 6.8053 eV.

y:
C2H6NS | wB97M-V/def2-TZVPD

XYZ file:
```
10
Properties=species:S:1:pos:R:3
C 0.30508 -0.04796 1.26177
C -0.79354 0.34124 0.27538
S -0.59014 -0.42598 -1.35337
N 1.64519 0.49452 0.98602
H 0.36672 -1.13674 1.26967
H -0.00987 0.23435 2.27728
H -0.85855 1.43606 0.21588
H -1.74576 0.04411 0.74071
H 1.52925 1.24605 0.31253
H 2.15031 -0.20924 0.49922
```

The net charge is -1. Its molar mass is 76.144 g/mol. The value obtained for the frontier orbital gap is 6.6909 eV.

Most stable structure, least stable structure: y, w.

w:
C2H6NO2P | wB97M-V/def2-TZVPD

XYZ file:
```
12
Properties=species:S:1:pos:R:3
C 1.16069 -0.27890 0.37056
C -0.50365 0.22926 1.19351
N 1.17969 0.38144 -0.72409
O 1.79827 -1.22354 0.75311
O 2.22382 0.13345 -1.66837
P -1.82850 -0.46096 0.11351
H -0.65101 -0.42899 2.00621
H -0.57371 1.29540 1.57361
H 0.80828 1.31279 -0.80565
H 1.95432 -0.73831 -1.86305
H -1.08118 -1.16333 -0.75416
H -2.20569 0.54469 -0.87872
```

Its molar mass is 107.049 g/mol. The value obtained for the frontier orbital gap is 9.4992 eV.

x:
C2H6NO2P | wB97M-V/def2-TZVPD

XYZ file:
```
12
Properties=species:S:1:pos:R:3
C -1.37814 -0.28438 0.24581
C 1.42155 -0.14635 -0.23540
N -1.18322 0.51659 1.19801
O 1.04204 0.98877 -0.90807
O 1.76106 -0.06126 1.06518
P -0.03121 -1.47158 -0.36630
H -2.24566 -0.43868 -0.25440
H 2.19799 -0.52744 -0.75950
H -2.00693 1.13225 1.41210
H 0.14303 1.29692 -0.46165
H 0.99993 0.41675 1.61068
H -0.72044 -1.42160 -2.54648
```

Its molar mass is 107.049 g/mol. The value obtained for the frontier orbital gap is 8.2157 eV.

Most stable structure, least stable structure: w, x.

w:
C4H13NOS | wB97M-V/def2-TZVPD

XYZ file:
```
20
Properties=species:S:1:pos:R:3
C -1.12988 0.53358 -1.72014
C -0.96352 0.20308 -0.24153
C 0.21635 0.89847 0.40684
S -0.06364 1.56172 2.07019
C -0.46661 0.04118 2.94312
N 0.08628 0.17462 -2.49277
H -1.95015 -0.06872 -2.13280
H -1.41295 1.57801 -1.81823
H -1.85627 0.63479 0.24952
H -1.02291 -0.86378 -0.06967
H 1.09247 0.26624 0.41746
H 0.49909 1.81198 -0.12044
H -1.25484 -0.53363 2.48025
H -0.83037 0.25955 3.93157
H 0.44625 -0.54590 3.04763
H 0.47499 0.94897 -3.01661
H -0.11455 -0.58738 -3.11719
H 3.08051 -2.68010 -0.67701
H 2.56700 -1.34774 -0.20352
O 2.60275 -2.28495 0.06333
```

Its molar mass is 123.221 g/mol. The value obtained for the frontier orbital gap is 9.1794 eV.

x:
C4H13NOS | wB97M-V/def2-TZVPD

XYZ file:
```
20
Properties=species:S:1:pos:R:3
C -1.33445 0.43744 -0.71608
C -1.08110 0.50347 0.79125
C -0.25911 -0.61576 1.46259
S -1.25134 -2.12920 1.78433
C -0.11827 0.20570 -1.58931
N 1.12052 0.90213 -1.32432
H -1.96247 -0.46574 -0.79303
H -1.96396 1.26650 -1.01769
H -0.51861 1.42261 1.01904
H -2.07396 0.57939 1.24981
H 0.59967 -0.88148 0.85138
H 0.02675 -0.26169 2.44379
H -2.37397 -1.87195 1.12112
H 0.09991 -0.86354 -1.58105
H -0.35564 0.31989 -2.65946
H 1.17445 1.84312 -1.69181
H 1.32578 1.03459 -0.34274
H 4.32290 2.50157 -1.63466
H 3.41668 1.39252 -1.72960
O 3.37971 2.34531 -1.84974
```

Its molar mass is 123.221 g/mol. The value obtained for the frontier orbital gap is 9.9031 eV.

Most stable structure, least stable structure: w, x.

w:
C4H13NOS | wB97M-V/def2-TZVPD

XYZ file:
```
20
Properties=species:S:1:pos:R:3
C 2.41231 -0.04777 -1.22617
C 1.24680 0.95091 -1.11097
C 0.41147 0.63282 0.13447
S -1.35363 1.04448 -0.07190
C -2.18180 1.04217 1.59959
N 3.76946 0.44750 -1.02646
H 2.25131 -0.92303 -0.58880
H 2.49695 -0.62482 -2.16453
H 1.72117 1.92881 -1.06186
H 0.55555 0.89980 -1.95398
H 0.36379 -0.42405 0.40003
H 0.87077 1.09049 1.01732
H -1.80776 1.86564 2.19734
H -2.24683 0.02651 1.95449
H -3.11664 1.44481 1.19858
H 3.83960 1.42136 -1.30759
H 4.09266 0.52785 -0.06239
H -3.71840 -3.71347 0.40797
H -5.20028 -3.57773 0.65123
O -4.40649 -4.01229 1.01364
```

Its molar mass is 123.221 g/mol. The value obtained for the frontier orbital gap is 9.1804 eV.

x:
C4H13NOS | wB97M-V/def2-TZVPD

XYZ file:
```
20
Properties=species:S:1:pos:R:3
C 0.30677 0.75635 -1.36878
C 0.25989 -0.78480 -1.07435
S 2.07972 -1.26849 -0.69593
C 0.76013 1.63929 -0.24720
N 0.43745 1.21739 1.10376
C -0.34521 2.26536 1.85024
H 0.96345 1.01518 -2.28075
H -0.79814 0.90799 -1.45602
H -0.01212 -1.20065 -2.12878
H -0.35909 -1.10828 -0.25317
H 2.16034 -2.59290 -0.37121
H 1.88915 1.59806 -0.28997
H 0.53752 2.70360 -0.32532
H 1.14538 0.70946 1.61073
H -0.85984 2.80802 1.04347
H 0.28016 2.88485 2.48378
H -1.18270 1.81034 2.38798
H -4.52600 -2.69049 1.39650
H -3.91893 -1.78434 0.22656
O -4.69328 -2.06800 0.80067
```

Its molar mass is 123.221 g/mol. The value obtained for the frontier orbital gap is 9.0388 eV.

Most stable structure, least stable structure: w, x.